[1]
Formula: C3H3F6OP
Source: the Open Molecules 2025 dataset
Level of theory: ωB97M-V/def2-TZVPD

Each line ends with the natural charge from an NBO analysis.
Cartesian coordinates (Å):
1 C -0.274 -1.874 -0.995  -0.636
2 C 1.525 0.454 0.832  0.708
3 C -0.993 1.262 -0.340  0.672
4 O -1.062 -0.224 1.879  -1.005
5 F 2.061 -0.279 1.913  -0.343
6 F 2.241 0.135 -0.206  -0.302
7 F 1.605 1.755 1.058  -0.297
8 F -1.070 2.414 0.331  -0.316
9 F -0.516 1.502 -1.520  -0.302
10 F -2.305 0.930 -0.478  -0.335
11 P -0.275 -0.117 0.662  1.517
12 H -1.356 -2.123 -0.727  0.237
13 H -0.043 -1.527 -1.936  0.209
14 H 0.462 -2.310 -0.474  0.193

Summary:
DFT total energy ... -30799.39565 eV
Frontier orbital gap ... 10.0 eV
Charge ... 0
Energy relative to the best compared isomer or geometry (same formula, charge and spin) ... 42.3 kcal per mole



[2]
Formula: C3H3FIO2
Source: the Open Molecules 2025 dataset
Level of theory: ωB97M-V/def2-TZVPD

Each line ends with the Mulliken spin population.
Cartesian coordinates (Å):
1 C -1.116 0.386 1.869  0.117
2 C 0.067 -0.096 -1.347  0.016
3 C 0.564 -0.312 0.067  1.042
4 O -0.955 -0.449 2.696  -0.012
5 O -1.527 1.315 1.282  -0.004
6 F 0.956 -1.620 0.012  0.079
7 I 2.380 0.881 0.437  0.740
8 H -0.233 -1.078 -1.540  0.006
9 H -0.803 0.631 -1.370  0.020
10 H 0.667 0.342 -2.107  -0.005

Summary:
Multiplicity ... 3
DFT total energy ... -18070.54471 eV
Frontier orbital gap (alpha / beta) ... 3.6 / 7.5 eV
Charge ... -1
Energy relative to the best compared isomer or geometry (same formula, charge and spin) ... 5.5 kcal per mole



[3]
Formula: C3H3FInO3
Source: the Open Molecules 2025 dataset
Level of theory: ωB97M-V/def2-TZVPD

Each line ends with the Mulliken spin population.
Cartesian coordinates (Å):
1 In 0.493 27.759 6.601  0.076
2 C -3.356 25.781 10.923  0.008
3 C -3.639 27.218 10.694  0.005
4 O -2.569 27.623 9.846  0.044
5 C -1.664 26.627 9.798  -0.032
6 O -0.640 26.621 9.101  0.843
7 O -2.067 25.607 10.511  0.040
8 F -3.585 27.777 11.887  0.009
9 H -4.049 25.084 10.453  0.004
10 H -3.492 25.478 11.962  0.000
11 H -4.665 27.324 10.341  0.004

Summary:
Multiplicity ... 2
DFT total energy ... -17171.22825 eV
Frontier orbital gap (alpha / beta) ... 11.5 / 5.4 eV
Charge ... +2
Energy relative to the best compared isomer or geometry (same formula, charge and spin) ... 0.0 kcal per mole



[4]
Formula: C3H3FN2O2
Source: the Open Molecules 2025 dataset
Level of theory: ωB97M-V/def2-TZVPD

Each line ends with the natural charge from an NBO analysis.
Cartesian coordinates (Å):
1 N 1.609 1.135 0.224  -0.617
2 N 0.331 0.702 0.157  -0.013
3 O -0.112 0.136 1.392  -0.291
4 C -1.066 -0.763 1.047  0.095
5 C -1.161 -0.923 -0.288  0.200
6 F -1.956 -1.751 -0.954  -0.284
7 C -0.162 -0.057 -0.916  0.536
8 O 0.249 0.039 -2.051  -0.585
9 H 1.653 2.109 -0.072  0.372
10 H 2.199 0.589 -0.402  0.367
11 H -1.583 -1.215 1.863  0.220

Summary:
SMILES ... Nn1occ(F)c1=O
DFT total energy ... -12949.33217 eV
Frontier orbital gap ... 10.2 eV
Charge ... 0
Energy relative to the best compared isomer or geometry (same formula, charge and spin) ... 81.6 kcal per mole



[5]
Formula: C3H3FN2O2
Source: the Open Molecules 2025 dataset
Level of theory: ωB97M-V/def2-TZVPD

Each line ends with the natural charge from an NBO analysis.
Cartesian coordinates (Å):
1 O -1.375 -2.073 -0.617  -0.666
2 C -0.762 -0.956 -0.182  0.598
3 N -1.371 -0.152 0.676  -0.484
4 C -0.452 0.849 0.817  0.384
5 F -0.598 1.966 1.523  -0.316
6 C 0.631 0.744 0.012  0.291
7 O 1.762 1.469 0.001  -0.655
8 N 0.430 -0.444 -0.674  -0.564
9 H -0.823 -2.888 -0.533  0.491
10 H 1.480 2.338 0.280  0.498
11 H 1.078 -0.852 -1.302  0.423

Summary:
SMILES ... Oc1nc(F)c(O)[nH]1
DFT total energy ... -12951.37599 eV
Frontier orbital gap ... 8.4 eV
Charge ... 0
Energy relative to the best compared isomer or geometry (same formula, charge and spin) ... 34.4 kcal per mole



[6]
Formula: C3H3FNO2
Source: the Open Molecules 2025 dataset
Level of theory: ωB97M-V/def2-TZVPD

Each line ends with the natural charge from an NBO analysis.
Cartesian coordinates (Å):
1 C 0.600 -0.438 -1.596  0.745
2 C -0.119 0.752 0.684  -0.260
3 C -0.094 -0.538 -0.351  -0.051
4 N 0.201 0.421 1.959  -0.402
5 O -0.776 -0.238 -1.737  -0.555
6 O 1.550 -0.417 -2.312  -0.588
7 F -0.623 -0.729 2.390  -0.416
8 H 0.706 1.502 0.461  0.202
9 H -1.074 1.248 0.412  0.104
10 H -0.371 -1.563 0.089  0.221

Summary:
DFT total energy ... -11458.69064 eV
Frontier orbital gap ... 6.2 eV
Charge ... -1
Energy relative to the best compared isomer or geometry (same formula, charge and spin) ... 92.3 kcal per mole



[7]
Formula: C3H3FO2
Source: the Open Molecules 2025 dataset
Level of theory: ωB97M-V/def2-TZVPD

Each line ends with the natural charge from an NBO analysis.
Cartesian coordinates (Å):
1 C 0.850 0.691 0.846  -0.457
2 C -0.452 0.535 0.368  0.309
3 F -1.187 1.524 0.110  -0.270
4 C -0.854 -0.583 -0.629  0.680
5 O -1.880 -0.348 -1.360  -0.546
6 O -0.011 -1.548 -1.078  -0.643
7 H 1.593 -0.246 0.821  0.205
8 H 1.123 1.649 1.331  0.235
9 H 0.818 -1.673 -0.408  0.488

Summary:
SMILES ... C=C(F)C(=O)O
DFT total energy ... -9969.79080 eV
Frontier orbital gap ... 10.3 eV
Charge ... 0
Energy relative to the best compared isomer or geometry (same formula, charge and spin) ... 40.8 kcal per mole



[8]
Formula: C3H3FO3
Source: the Open Molecules 2025 dataset
Level of theory: ωB97M-V/def2-TZVPD

Each line ends with the natural charge from an NBO analysis.
Cartesian coordinates (Å):
1 O -0.074 -1.999 0.573  -0.560
2 C 0.177 -0.911 0.704  0.771
3 O 0.580 -0.398 1.917  -0.710
4 C 0.069 0.117 -0.378  0.050
5 O 0.212 -0.381 -1.628  -0.670
6 C -0.315 1.319 -0.149  0.227
7 F -0.586 2.194 -1.106  -0.321
8 H 0.568 -1.188 2.737  0.503
9 H 0.018 -1.420 -1.642  0.509
10 H -0.647 1.944 0.900  0.200

Summary:
SMILES ... O=C(O)/C(O)=C/F
DFT total energy ... -12017.32459 eV
Frontier orbital gap ... 10.0 eV
Charge ... 0
Energy relative to the best compared isomer or geometry (same formula, charge and spin) ... 43.6 kcal per mole



[9]
Formula: C3H3FOS2
Source: the Open Molecules 2025 dataset
Level of theory: ωB97M-V/def2-TZVPD

Each line ends with the natural charge from an NBO analysis.
Cartesian coordinates (Å):
1 O 0.675 0.846 -1.487  -0.497
2 C 1.167 0.645 -0.421  0.441
3 C 0.885 -0.631 0.252  -0.646
4 S -0.727 -1.253 -0.251  0.417
5 C -1.808 0.033 -0.166  -0.080
6 F -1.141 1.021 0.976  -0.484
7 S -3.387 0.110 -0.220  0.198
8 H 2.019 1.239 0.131  0.130
9 H 1.336 -1.517 -0.190  0.264
10 H 0.982 -0.495 1.377  0.257

Summary:
SMILES ... O=CCSC(F)=S
DFT total energy ... -29592.36441 eV
Frontier orbital gap ... 8.7 eV
Charge ... 0
Energy relative to the best compared isomer or geometry (same formula, charge and spin) ... 56.7 kcal per mole



[10]
Formula: C3H3FP2
Source: the Open Molecules 2025 dataset
Level of theory: ωB97M-V/def2-TZVPD

Each line ends with the natural charge from an NBO analysis.
Cartesian coordinates (Å):
1 C 2.868 -0.294 0.022  -0.389
2 C 2.003 -1.071 -0.033  0.426
3 C -1.544 0.727 0.008  -0.984
4 F 1.004 -1.898 -0.016  -0.262
5 P -3.377 0.956 -0.074  0.275
6 P -2.439 -0.877 0.001  0.295
7 H 3.475 0.487 -0.186  0.227
8 H -0.948 1.132 -0.687  0.206
9 H -1.041 0.837 0.965  0.207

Summary:
DFT total energy ... -24449.58894 eV
Frontier orbital gap ... 7.9 eV
Charge ... 0
Energy relative to the best compared isomer or geometry (same formula, charge and spin) ... 66.9 kcal per mole



[11]
Formula: C3H3FS
Source: the Open Molecules 2025 dataset
Level of theory: ωB97M-V/def2-TZVPD

Each line ends with the natural charge from an NBO analysis.
Cartesian coordinates (Å):
1 C -1.353 0.755 -0.036  -0.255
2 C -0.039 0.692 -0.024  -0.169
3 C 1.220 0.633 -0.006  -0.149
4 S 2.793 0.527 0.007  0.139
5 H -1.960 -0.133 0.084  0.223
6 H -1.867 1.696 -0.174  0.214
7 F 0.322 -2.461 0.064  -0.570
8 H 0.884 -1.709 0.085  0.568

Summary:
SMILES ... C=C=C=S.F
DFT total energy ... -16709.76465 eV
Frontier orbital gap (alpha / beta) ... 7.1 / 7.1 eV
Charge ... 0
Energy relative to the best compared isomer or geometry (same formula, charge and spin) ... 24.5 kcal per mole



[12]
Formula: C3H3FS2
Source: the Open Molecules 2025 dataset
Level of theory: ωB97M-V/def2-TZVPD

Each line ends with the natural charge from an NBO analysis.
Cartesian coordinates (Å):
1 F 1.848 -0.961 -2.131  -0.310
2 C 0.716 -1.026 -1.463  0.254
3 C 0.539 -0.343 -0.331  -0.484
4 S -1.025 -0.408 0.480  0.375
5 C -1.022 1.087 1.398  -0.484
6 S -2.123 1.365 2.580  0.031
7 H -0.011 -1.722 -1.847  0.172
8 H 1.352 0.187 0.151  0.238
9 H -0.273 1.821 1.162  0.207

Summary:
SMILES ... F/C=C/SC=S
DFT total energy ... -27545.91520 eV
Frontier orbital gap ... 8.4 eV
Charge ... 0
Energy relative to the best compared isomer or geometry (same formula, charge and spin) ... 13.5 kcal per mole